The following is a DFT calculation (ωB97M-V with the def2-TZVPD basis set) of a cluster of 2 separate species, C2H9ClSi2 in total.

largest force on an atom = 3.75 eV/A
HOMO-LUMO gap (spin up / spin down) = 7.82 / 7.57 eV
relative energy (zero: lowest compared OMol25 entry of this formula, charge and spin) = 3.1331 eV
total charge = 0
total energy = -1120.6726 hartree
HOMO level (spin up / spin down) = -8.517 / -7.971 eV

Cartesian coordinates (Å):
Cl -2.3832 -0.2481 0.4786
Si 0.9647 -0.8689 -0.0022
Si -0.5471 0.7414 0.8303
C 0.5167 -2.7344 0.2456
C -0.6506 3.1546 -0.8606
H 0.1540 -3.1969 -0.7279
H -0.6793 1.4352 2.2308
H 1.2233 -3.5081 0.4202
H 1.3726 -0.7253 -1.3971
H -0.7714 4.0094 -0.2761
H 2.3921 -0.8594 0.6355
H -1.5518 2.6382 -1.1728
H 0.2238 2.9684 -1.4469
H -0.2637 -2.8060 1.0427